# 1
Below is an isolated molecule of C2H3N3O2S at a distorted geometry, with properties calculated with ωB97M-V/def2-TZVPD.

Geometry (Å):
C: -0.29738 1.58911 0.40787
C: 0.46291 -0.47465 -0.20202
H: -1.66186 -1.73605 0.99738
H: -2.00168 1.37332 -0.49442
H: 0.56628 3.27472 0.85237
N: -0.87944 -0.46871 -0.39025
N: -1.43324 0.74605 0.11662
N: -0.29244 2.82790 0.73005
O: -1.58784 -1.54894 -0.13805
O: 0.85998 0.76922 0.37604
S: 1.63518 -1.56861 -0.48058

Values from the calculation:
DFT total energy   -790.81931 hartree
Gap between HOMO and LUMO   0.3323 hartree
HOMO energy   -9.32 eV
ΔE to the lowest compared entry with this formula, charge and spin   74.4 kcal per mole



# 2
Below is a structure of composition C3H4CdO3 at a distorted geometry, with properties calculated with ωB97M-V/def2-TZVPD.

Geometry (Å):
O: -1.28429 -0.67736 0.03679
C: -1.86440 0.58281 0.00408
O: -1.06878 1.55375 0.21400
O: -3.05242 0.62713 -0.24062
C: 0.00439 -0.80044 0.48508
H: 0.12361 -0.73868 1.57254
C: 1.02538 -1.07199 -0.34047
H: 0.86561 -1.18395 -1.41527
H: 2.01441 -1.25703 0.08062
Cd: 0.83631 1.72779 0.06068
H: 2.40020 1.23796 -0.45744

Values from the calculation:
DFT total energy   -510.10213 hartree
Gap between HOMO and LUMO   0.3463 hartree
HOMO energy   -9.91 eV
ΔE to the lowest compared entry with this formula, charge and spin   12.1 kcal per mole



# 3
Below is a structure of composition C8H24EuO2P2 at a distorted geometry, with properties calculated with ωB97M-V/def2-TZVPD.

Geometry (Å):
Eu: 0.12445 0.00225 -0.28827
H: -1.03491 -0.55818 0.87182
H: -1.04747 0.48445 0.88207
P: -0.02196 -2.34773 -0.56556
P: -0.02460 2.35231 -0.54202
C: 1.39003 3.30462 0.12656
H: 1.31834 4.36698 -0.15477
H: 1.40675 3.21188 1.22500
H: 2.32811 2.87849 -0.26520
C: 0.00941 2.74625 -2.33258
H: -0.86000 2.27606 -2.81790
H: -0.01201 3.83611 -2.48772
H: 0.92298 2.32050 -2.77730
C: -1.48668 3.27894 0.05934
H: -1.53290 3.21423 1.15876
H: -1.43185 4.33639 -0.24424
H: -2.39867 2.81988 -0.35534
C: 0.18802 -2.72786 -2.34719
H: 0.14378 -3.81483 -2.51700
H: -0.60758 -2.22192 -2.91606
H: 1.15852 -2.33313 -2.68754
C: 1.28789 -3.34457 0.23721
H: 1.18939 -3.26312 1.33229
H: 1.21868 -4.40188 -0.06322
H: 2.27373 -2.94107 -0.04636
C: -1.56359 -3.23890 -0.13113
H: -2.41397 -2.75027 -0.63332
H: -1.50445 -4.29456 -0.43979
H: -1.72341 -3.18298 0.95804
C: 1.57368 -0.00213 1.06139
O: 2.44254 -0.00478 1.76156
H: -1.31632 -0.00289 -1.28422
C: 0.00361 0.00005 3.31083
O: 0.01362 0.00151 1.93200
H: 0.52802 -0.89865 3.66311
H: -1.04499 -0.01418 3.65436
H: 0.50377 0.91274 3.66240

Values from the calculation:
DFT total energy   -1862.15892 hartree
Gap between HOMO and LUMO (spin up / spin down)   0.2238 / 0.2560 hartree
Spin multiplicity   8
HOMO energy (spin up / spin down)   -5.86 / -6.71 eV
ΔE to the lowest compared entry with this formula, charge and spin   237.1 kcal per mole



# 4
Below is a cluster of 5 separate species, C18H47FN5O10S2 in total at a distorted geometry, with properties calculated with ωB97M-V/def2-TZVPD.

Geometry (Å):
O: -3.57306 -6.07379 1.29121
C: -2.51967 -5.46711 1.40237
O: -1.52419 -5.34893 0.69151
N: -2.47233 -4.67868 2.77242
C: -2.44933 -3.23946 2.62114
S: -0.96445 -2.44551 1.95681
O: -0.37574 -1.60650 2.97014
O: -1.30244 -1.82098 0.70208
S: -1.50535 -5.27886 3.93295
O: -0.66961 -4.25232 4.46540
O: -2.22653 -6.12551 4.81376
F: -0.57282 -6.23846 3.12958
H: -3.26546 -2.96371 1.95887
H: -2.58285 -2.76937 3.59325
H: -0.15745 -3.50527 1.73211
C: 2.71877 -7.89092 -2.11873
C: 2.19263 -6.57347 -2.68015
C: 2.71420 -5.33395 -1.94055
O: 2.09740 -5.10026 -0.69879
C: 2.61201 -5.81659 0.40265
N: 0.73171 -6.63040 -2.72687
H: 2.21705 -8.15539 -1.18831
H: 2.53278 -8.69760 -2.82767
H: 3.79368 -7.84232 -1.92925
H: 2.55222 -6.48784 -3.71193
H: 2.48071 -4.45642 -2.55014
H: 3.80848 -5.37156 -1.82770
H: 3.69748 -5.95516 0.33677
H: 2.12684 -6.78966 0.50943
H: 2.39230 -5.23070 1.29452
H: 0.37250 -5.80716 -3.20023
H: 0.36900 -6.54809 -1.77897
C: -1.08568 3.92467 2.81486
C: -2.42738 3.58259 3.45230
C: -2.30387 2.88193 4.81289
O: -1.93823 1.52586 4.72674
C: -0.54916 1.26949 4.59629
N: -3.21869 2.80476 2.49603
H: -0.59522 3.04489 2.39956
H: -1.22687 4.62885 1.99479
H: -0.41049 4.38280 3.54178
H: -2.96011 4.52317 3.63081
H: -3.28839 2.89075 5.29060
H: -1.61445 3.42793 5.47353
H: 0.03870 1.98447 5.18321
H: -0.23002 1.29773 3.55354
H: -0.36600 0.26288 4.96475
H: -4.15301 2.66142 2.86718
H: -2.81840 1.87116 2.44412
C: 4.22169 5.38743 -0.56174
C: 3.30290 6.15262 0.38476
C: 2.09983 5.33899 0.87918
O: 1.06203 5.18290 -0.06340
C: 1.24523 4.12149 -0.98675
N: 2.90254 7.40956 -0.25442
H: 3.78736 5.30099 -1.55762
H: 5.17070 5.91309 -0.66572
H: 4.42641 4.38233 -0.18904
H: 3.88707 6.40901 1.27453
H: 1.65032 5.87787 1.71865
H: 2.41776 4.35907 1.26022
H: 1.76551 3.27737 -0.52509
H: 1.80073 4.45116 -1.86954
H: 0.26357 3.78752 -1.31497
H: 2.38399 7.97488 0.41107
H: 2.22517 7.18397 -0.97804
C: -2.59287 1.23165 -5.49780
C: -2.55720 1.16075 -3.97360
C: -2.03878 2.44416 -3.31240
O: -0.63574 2.62415 -3.38336
C: -0.14774 3.17289 -4.58836
N: -1.81229 -0.03296 -3.57646
H: -1.59621 1.12383 -5.92648
H: -3.20346 0.42037 -5.89242
H: -3.01596 2.17753 -5.84355
H: -3.58686 1.03298 -3.62557
H: -2.26857 2.39595 -2.24537
H: -2.55096 3.32821 -3.71730
H: -0.85230 3.89619 -5.01171
H: 0.06531 2.40232 -5.33400
H: 0.78622 3.68664 -4.35792
H: -1.88190 -0.17561 -2.57283
H: -0.82472 0.13727 -3.74365

Values from the calculation:
DFT total energy   -2636.42192 hartree
Gap between HOMO and LUMO   0.2998 hartree
HOMO energy   -5.95 eV
Net charge   -1



# 5
Below is a structure of composition C38H35ClN2Si2V at a distorted geometry, with properties calculated with ωB97M-V/def2-TZVPD.

Geometry (Å):
C: -1.12784 -0.48324 1.10162
C: -1.82288 0.09165 -0.01601
C: -1.70915 -0.81077 -1.11390
H: -2.42928 0.99521 -0.01184
C: -0.94491 -1.94076 -0.69194
C: -0.58753 -1.74439 0.67786
H: -0.08434 -2.47349 1.30707
H: -1.13607 -0.09340 2.11890
H: -2.18643 -0.70102 -2.07643
H: -0.74012 -2.81866 -1.29167
V: 0.19553 -0.22118 -0.50412
Si: 0.26188 0.17828 -6.81750
C: 0.74778 1.73873 -7.71133
C: 2.02504 1.95146 -8.26287
H: 2.84464 1.25483 -8.05390
C: 2.24103 3.03150 -9.13318
H: 3.22724 3.17775 -9.58764
C: 1.18584 3.89472 -9.46901
H: 1.33211 4.69407 -10.20674
C: -0.06608 3.71646 -8.86232
H: -0.90048 4.37622 -9.10896
C: -0.27225 2.66481 -7.96360
H: -1.24531 2.52734 -7.48326
C: 0.96123 -1.27688 -7.72854
C: 0.44252 -1.36678 -9.03631
H: -0.30381 -0.63583 -9.37844
C: 0.86025 -2.39032 -9.89245
H: 0.46404 -2.42719 -10.90857
C: 1.79170 -3.34061 -9.46030
H: 2.13528 -4.12097 -10.14156
C: 2.26257 -3.28859 -8.14005
H: 2.97730 -4.03991 -7.78878
C: 1.84554 -2.27109 -7.26585
H: 2.20603 -2.24879 -6.23011
H: -1.21755 0.06346 -6.80537
Si: 0.77730 0.33270 -4.47649
C: -0.19688 -1.28960 -4.16605
C: -1.53452 -1.56418 -4.56085
H: -2.22431 -0.75147 -4.82386
C: -1.99552 -2.88480 -4.70607
H: -3.03327 -3.06929 -5.00625
C: -1.13590 -3.96314 -4.49061
H: -1.44536 -4.98372 -4.72665
C: 0.12719 -3.71832 -3.95010
H: 0.78451 -4.53613 -3.67099
C: 0.57074 -2.40309 -3.76769
H: 1.56835 -2.24280 -3.35688
C: -0.13726 1.92645 -4.13291
C: -1.45644 1.80462 -3.67226
H: -1.82951 0.82380 -3.36259
C: -2.34063 2.87915 -3.72401
H: -3.36603 2.73168 -3.38382
C: -1.91835 4.09667 -4.26159
H: -2.63900 4.90384 -4.38167
C: -0.58066 4.26532 -4.63214
H: -0.26653 5.23900 -5.01578
C: 0.31418 3.19168 -4.55759
H: 1.34224 3.32676 -4.90603
H: 2.19405 0.44060 -4.85686
Cl: 1.85076 0.30673 -2.29495
N: 0.25428 1.97024 -0.19975
C: 1.01250 2.23315 1.00728
C: 0.87315 3.40187 1.72776
C: 1.60372 3.55567 2.92683
C: 2.49954 2.57020 3.33824
C: 2.71323 1.37706 2.58984
C: 3.60700 0.33232 2.92273
C: 3.63271 -0.82436 2.15869
C: 2.70371 -0.99138 1.12900
N: 1.83730 -0.00411 0.79847
C: 1.89828 1.21297 1.43590
H: -0.67705 2.39172 -0.20216
H: 0.66792 2.38660 -1.04489
H: 0.18513 4.17552 1.38584
H: 1.44500 4.44561 3.55035
H: 3.07952 2.68123 4.25900
H: 4.24917 0.47877 3.78593
H: 4.32378 -1.63406 2.37300
H: 2.64563 -1.89690 0.52433

Values from the calculation:
DFT total energy   -3561.54266 hartree
Gap between HOMO and LUMO (spin up / spin down)   0.1557 / 0.1677 hartree
Spin multiplicity   3
HOMO energy (spin up / spin down)   -8.80 / -8.81 eV
Net charge   +1
ΔE to the lowest compared entry with this formula, charge and spin   19.0 kcal per mole



# 6
Below is a cluster of 2 separate species, H2N3O3P in total at a distorted geometry, with properties calculated with ωB97M-V/def2-TZVPD.

Geometry (Å):
N: -2.84928 0.17213 0.16688
N: -2.09509 0.70717 0.87232
N: -3.60775 -0.40539 -0.50793
O: 1.26336 -1.30690 -0.38748
O: 1.15385 1.13705 -0.04058
O: 3.38729 0.01412 -0.40788
P: 2.16473 -0.18342 0.45618
H: 0.26374 0.94152 0.13976
H: 0.31915 -1.07629 -0.29126

Values from the calculation:
DFT total energy   -732.56085 hartree
Gap between HOMO and LUMO   0.2722 hartree
HOMO energy   -0.02 eV
Net charge   -2
ΔE to the lowest compared entry with this formula, charge and spin   3.2 kcal per mole



Question: DFT total energy of number 2 (C3H4CdO3)?
Answer: -510.10213 hartree



Question: Among the records above, which one has the highest DFT total energy?
Answer: C3H4CdO3



Question: The lowest DFT total energy belongs to which entry?
Answer: C38H35ClN2Si2V



Question: The highest DFT total energy belongs to which entry?
Answer: C3H4CdO3